A molecular structure, C29H33MnN3O in a non-equilibrium geometry. Source: OMol25; level of theory: ωB97M-V/def2-TZVPD.

Values from the calculation:
⟨S²⟩	6.093
HOMO level (spin up / spin down)	0.27 / -3.85	eV
gap between HOMO and LUMO (spin up / spin down)	2.2 / 6.3	eV
DFT total energy	-68442.0237	eV

The geometry in ORCA input format:
```
! RIJCOSX wB97M-V def2-TZVPD def2/J DEFGRID3
* xyz -1 5
Mn 0.11925 -0.04443 -0.03710
N 2.73031 0.96004 -0.75225
N 0.35347 -0.80988 -2.35641
C -1.60083 0.07596 1.13231
C -1.63042 1.11947 0.13168
C -0.44728 1.92708 0.28737
C -0.14233 3.17224 -0.46455
H -0.74318 3.22820 -1.37857
H 0.91441 3.20901 -0.74721
H -0.35843 4.06912 0.13403
C 0.32188 1.39544 1.39313
C 1.55948 2.00174 1.94230
H 1.35427 2.95838 2.44872
H 2.27144 2.18652 1.12782
H 2.04024 1.32873 2.66163
C -0.39792 0.24179 1.91912
C -0.06291 -0.51963 3.15029
H 1.02216 -0.57868 3.30247
H -0.46148 -1.54227 3.10155
H -0.49889 -0.04232 4.04389
C -2.73842 1.39899 -0.82235
H -3.08325 2.44212 -0.74136
H -3.59640 0.74376 -0.63458
H -2.41935 1.24186 -1.86406
C -2.70802 -0.86895 1.44445
H -2.32609 -1.88974 1.57106
H -3.44542 -0.89534 0.63460
H -3.23135 -0.58007 2.36973
C 4.05544 1.07621 -0.61686
H 4.42723 1.36322 0.36847
C 4.93214 0.82958 -1.67933
H 6.00143 0.90019 -1.49140
C 4.41641 0.49997 -2.93658
H 5.07288 0.27537 -3.77725
C 3.03546 0.46947 -3.09496
H 2.53438 0.25326 -4.03958
C 2.23511 0.65550 -1.95642
C 0.77252 0.51295 -1.99063
H 0.23880 1.32139 -2.51889
C -0.26923 -1.43613 -1.27892
C -0.27411 -1.19443 -3.53974
H 0.06644 -0.85450 -4.49799
C -1.20070 -2.10735 -3.21690
H -1.87615 -2.65241 -3.84811
N -1.21061 -2.25059 -1.82805
C -2.18361 -3.03590 -1.13358
C -3.53965 -2.80258 -1.40364
C -4.48495 -3.59177 -0.73928
H -5.54740 -3.40819 -0.92197
C -4.09611 -4.60584 0.13690
C -5.11739 -5.43225 0.85823
H -5.08289 -5.25627 1.93950
H -4.94425 -6.50212 0.69987
H -6.12139 -5.18730 0.50642
C -2.73524 -4.85063 0.33475
H -2.42341 -5.67395 0.98012
C -1.75992 -4.08719 -0.31104
C -0.31318 -4.44694 -0.21109
H 0.09235 -4.77980 -1.17890
H -0.21883 -5.28937 0.48489
H 0.32344 -3.62899 0.15027
C -4.01253 -1.74337 -2.35044
H -4.20985 -2.16169 -3.35007
H -3.31364 -0.90806 -2.46838
H -4.96192 -1.32282 -1.98809
O 2.43945 -1.86876 0.00478
C 1.52857 -1.15213 0.19045
*
```

Results of the natural (NBO) charge analysis, in e, for atoms 1 through 4:
1 Mn 0.3792
2 N -0.6192
3 N -0.3974
4 C -0.1002


3 unconnected molecules or ions with the total composition C31H62BNO12P2S in a non-equilibrium geometry. Source: OMol25; level of theory: ωB97M-V/def2-TZVPD.

Values from the calculation:
HOMO level	-9.16	eV
gap between HOMO and LUMO	9.5	eV
SMILES	CCCCCCCC[C@H]1C[C@@H](B(N)O)[C@H](Cc2ccccc2)S(=O)(=O)O1.CCOP(=O)(OCC)OCC.CCOP(=O)(OCC)OCC
DFT total energy	-89307.2745	eV

The geometry in ORCA input format:
```
! RIJCOSX wB97M-V def2-TZVPD def2/J DEFGRID3
* xyz 0 1
C 4.80997 -4.15307 -1.41302
C 3.83340 -5.34479 -1.33439
C 3.07648 -5.61447 -2.63407
C 3.97845 -5.76109 -3.87267
C 3.34345 -5.26767 -5.17504
C 1.94305 -5.84099 -5.45573
C 1.07748 -4.92237 -6.35429
C -0.15795 -4.32876 -5.63824
C 0.13047 -2.96537 -5.01506
C -0.92000 -1.91305 -5.28414
C -0.67521 -0.58266 -4.53004
B -1.70160 -0.29331 -3.33011
N -1.58004 0.91420 -2.53279
O -2.74684 -1.12769 -3.02213
C 0.80511 -0.38675 -4.04590
C 1.65075 -0.04958 -5.28397
C 3.14753 0.05474 -5.10328
C 3.95091 -0.18525 -6.21071
C 5.33381 -0.15127 -6.13392
C 5.92120 0.12375 -4.91208
C 5.14893 0.38887 -3.79507
C 3.77017 0.34174 -3.89880
S 1.26899 -1.87752 -3.13007
O 2.60062 -2.31242 -3.42271
O 1.04224 -1.59656 -1.74210
O 0.25794 -3.03867 -3.56248
H 4.61751 -3.48813 -2.25297
H 4.68250 -3.54890 -0.51103
H 5.84985 -4.47979 -1.38701
H 4.36517 -6.24583 -1.02418
H 3.08411 -5.10141 -0.57827
H 2.52225 -6.55229 -2.53061
H 2.33804 -4.83893 -2.84733
H 4.94499 -5.27212 -3.73713
H 4.21565 -6.82339 -4.01450
H 3.97579 -5.54050 -6.02531
H 3.31581 -4.17325 -5.16273
H 2.09958 -6.78895 -5.97844
H 1.40677 -6.09208 -4.54012
H 0.74712 -5.50292 -7.21669
H 1.72867 -4.12617 -6.72492
H -0.41973 -5.02523 -4.84020
H -0.96368 -4.26094 -6.36870
H 1.08302 -2.62464 -5.42830
H -1.88072 -2.32905 -4.96503
H -1.02340 -1.78405 -6.36419
H -0.82837 0.20425 -5.27868
H -1.17199 1.68508 -3.04580
H -1.09587 0.75980 -1.65753
H -2.47417 -2.05275 -3.01137
H 0.76508 0.44095 -3.34414
H 1.30111 0.93712 -5.61119
H 1.38907 -0.72065 -6.10174
H 3.48507 -0.41723 -7.16335
H 5.91525 -0.37553 -7.01739
H 6.99994 0.13510 -4.81281
H 5.61415 0.59717 -2.84164
H 3.16068 0.52190 -3.01979
O -3.59041 5.06581 1.85102
P -2.14120 5.34723 1.76966
O -1.96591 6.60511 0.77246
C -2.40742 7.89956 1.19072
C -1.50033 8.51708 2.24025
O -1.61353 4.14442 0.80286
C -2.42129 2.99896 0.52912
C -3.18278 3.15686 -0.76901
O -0.68595 5.48121 2.46016
C -0.44556 4.82935 3.73139
C -0.49400 3.31864 3.62945
H -3.43662 7.83764 1.55590
H -2.41067 8.52112 0.29628
H -1.55743 7.97023 3.18385
H -1.78726 9.55163 2.43123
H -0.46130 8.48957 1.91306
H -3.09672 2.79461 1.36024
H -1.73736 2.14934 0.45640
H -3.70196 4.11473 -0.81253
H -3.91378 2.35686 -0.88702
H -2.50019 3.12322 -1.61417
H -1.16950 5.18986 4.46515
H 0.54118 5.15338 4.05636
H -1.50707 2.96855 3.42166
H -0.17022 2.86507 4.56693
H 0.14492 2.96609 2.82066
O -4.37346 1.07722 7.99697
P -2.96261 0.67681 7.86492
O -2.08618 1.41967 8.98658
C -2.28476 1.09282 10.36739
C -1.72196 -0.26841 10.73374
O -2.43686 1.47663 6.55108
C -3.34415 2.13873 5.67052
C -3.47166 3.60767 6.01623
O -1.99136 -0.57528 7.60569
C -2.52020 -1.74945 6.94323
C -2.90869 -1.47993 5.50322
H -3.34945 1.15071 10.60948
H -1.77338 1.86742 10.93682
H -2.28492 -1.07140 10.25413
H -1.76700 -0.42117 11.81235
H -0.68723 -0.35714 10.40373
H -4.31761 1.64881 5.67435
H -2.93456 2.02730 4.66540
H -3.66193 3.75301 7.07919
H -4.28287 4.06736 5.44966
H -2.54478 4.13574 5.78320
H -3.37358 -2.13096 7.50833
H -1.73402 -2.50046 6.98670
H -3.77694 -0.81987 5.44315
H -3.16299 -2.41286 5.00014
H -2.09300 -0.99578 4.96756
*
```

Results of the Mulliken charge analysis, in e, for atoms 1 through 4:
1 C -1.0465
2 C -0.7107
3 C 0.0910
4 C -0.8673


A single C2BrNO2 molecule in a non-equilibrium geometry. Source: OMol25; level of theory: ωB97M-V/def2-TZVPD.

Values from the calculation:
HOMO level	-9.25	eV
gap between HOMO and LUMO	7.2	eV
DFT total energy	-77694.7225	eV

The geometry in ORCA input format:
```
! RIJCOSX wB97M-V def2-TZVPD def2/J DEFGRID3
* xyz 0 1
C 0.58880 -0.25076 0.18327
C -0.45316 -0.42736 -0.73434
N 1.48891 -0.31841 0.95224
O -1.43463 -0.05907 -1.17370
O -0.74974 1.51513 0.74631
Br -2.08491 1.87464 -0.17188
*
```

Results of the natural (NBO) charge analysis, in e, for atoms 1 through 4:
1 C 0.0930
2 C 0.6393
3 N -0.1687
4 O -0.3282


2 unconnected molecules or ions with the total composition C4H12 in a non-equilibrium geometry. Source: OMol25; level of theory: ωB97M-V/def2-TZVPD.

Values from the calculation:
HOMO level	-10.99	eV
gap between HOMO and LUMO	12.1	eV
SMILES	CC.CC
DFT total energy	-4341.3938	eV

The geometry in ORCA input format:
```
! RIJCOSX wB97M-V def2-TZVPD def2/J DEFGRID3
* xyz 0 1
C -0.85212 2.41560 -0.53529
C 0.53142 1.96930 -0.13490
H -1.72876 1.90365 -0.13224
H -1.02252 3.47555 -0.34640
H -0.87465 2.19425 -1.68252
H 0.82644 2.52292 0.85887
H 1.33698 2.28420 -0.86110
H 0.83033 0.91446 0.13960
C 0.76683 -1.85314 0.48658
C -0.50652 -2.53128 0.19363
H 0.84959 -1.30891 1.39391
H 1.51293 -2.52777 0.79819
H 1.21844 -1.50815 -0.45342
H -1.30432 -1.81952 -0.16670
H -0.99324 -2.97081 1.02527
H -0.28894 -3.16273 -0.63362
*
```

Results of the natural (NBO) charge analysis, in e, for atoms 1 through 4:
1 C -0.6179
2 C -0.6295
3 H 0.2116
4 H 0.2111


A molecular structure, C39H37MnN3O2. Source: OMol25; level of theory: ωB97M-V/def2-TZVPD.

Values from the calculation:
⟨S²⟩	8.763
HOMO level (spin up / spin down)	0.59 / 0.63	eV
gap between HOMO and LUMO (spin up / spin down)	4.2 / 4.1	eV
DFT total energy	-80927.4744	eV

The geometry in ORCA input format:
```
! RIJCOSX wB97M-V def2-TZVPD def2/J DEFGRID3
* xyz -2 6
Mn 0.26512 0.14298 0.68429
O 2.36944 0.14668 1.20268
C 3.55097 0.29159 0.78430
C 4.65147 -0.30175 1.48994
C 5.95264 -0.14133 1.09158
C 6.28104 0.61781 -0.04415
C 5.25014 1.19453 -0.75306
C 3.90525 1.05704 -0.38258
C 2.91856 1.67738 -1.23856
N 1.64968 1.63415 -1.12679
C 0.92203 2.25226 -2.23434
C -0.58056 2.20192 -1.98799
N -0.89004 0.84785 -1.60642
C -1.43736 0.06892 -2.43830
C -1.45837 -1.41486 -2.14516
C -2.55647 -2.33888 -2.55433
C -2.35537 -3.70929 -2.35695
C -1.34242 -4.33798 -1.64107
C -0.42760 -3.77405 -0.68699
C -0.44501 -2.50767 -0.15385
O 0.38969 -1.99427 0.74712
H 4.40193 -0.89460 2.36196
H 6.74449 -0.61554 1.66414
H 7.31120 0.73624 -0.35618
H 5.46974 1.77875 -1.64376
H 3.35841 2.20956 -2.10073
H 1.12058 1.67958 -3.14970
H 1.25597 3.28462 -2.40242
H -1.11721 2.51980 -2.89472
H -0.85990 2.86362 -1.16523
H -1.76934 0.40719 -3.43019
H -3.50716 -1.97617 -2.92587
H -3.07880 -4.37385 -2.83114
H -1.27631 -5.41665 -1.75863
H 0.31878 -4.44839 -0.27156
C 1.38163 -0.37644 3.97084
N 0.06831 -0.60915 3.41046
C -0.34836 -1.97755 3.61656
C -0.90147 0.35514 3.88221
C -0.64262 1.74376 3.33165
C -0.80407 2.82890 4.18891
C -0.57373 4.12531 3.74535
C -0.15173 4.31286 2.43812
C 0.01533 3.21270 1.59903
C -0.23847 1.89001 1.98946
H 1.38223 -0.52160 5.07056
H 1.70727 0.63746 3.74323
H 2.09363 -1.06194 3.51410
H -0.38380 -2.24223 4.69252
H 0.33751 -2.63951 3.08990
H -1.34066 -2.13673 3.19194
H -0.93242 0.38889 4.99123
H -1.88632 0.00184 3.55947
H -1.10000 2.65732 5.22197
H -0.70031 4.96851 4.41673
H 0.05869 5.31485 2.07339
H 0.38256 3.40596 0.59354
C -5.51003 1.85654 -0.05601
C -5.12636 1.10242 -1.15338
C -4.04006 0.23669 -1.09244
C -3.28487 0.08232 0.08282
C -3.71410 0.84430 1.18941
C -4.78423 1.71276 1.12638
C -2.17609 -0.83494 0.26500
C -1.45288 -1.57950 -0.64005
C -0.12673 -1.77577 -2.87777
C 1.12402 -1.42262 -2.36834
C 2.28495 -1.63353 -3.09104
C 2.22599 -2.20691 -4.35855
C 0.99362 -2.57144 -4.87296
C -0.16992 -2.36542 -4.13626
H -6.34677 2.54303 -0.11521
H -5.67768 1.17829 -2.08539
H -3.81507 -0.34551 -1.97190
H -3.15393 0.76613 2.11159
H -5.04635 2.29404 2.00362
H -1.99595 -1.09847 1.30436
H 1.21565 -0.98729 -1.38349
H 3.23590 -1.34917 -2.65460
H 3.13317 -2.37593 -4.92853
H 0.93002 -3.03892 -5.85024
H -1.13068 -2.67664 -4.52353
*
```

Results of the Mulliken charge analysis, in e, for atoms 1 through 4:
1 Mn 1.1431
2 O -0.1649
3 C -0.1452
4 C -0.9715


A gas-phase ion, C3H8NO2 (charge +1) in a non-equilibrium geometry. Source: OMol25; level of theory: ωB97M-V/def2-TZVPD.

Values from the calculation:
HOMO level	-15.55	eV
gap between HOMO and LUMO	10.8	eV
SMILES	CC(=[NH2+])C(O)O
DFT total energy	-8818.1735	eV

The geometry in ORCA input format:
```
! RIJCOSX wB97M-V def2-TZVPD def2/J DEFGRID3
* xyz 1 1
C -0.84835 -0.35397 0.32259
C 1.65693 -0.47613 0.14344
C 0.45429 0.27737 -0.05642
N 0.37042 1.44902 -0.58224
O -1.88497 0.48533 -0.00751
O -1.05405 -1.51850 -0.38798
H -0.91481 -0.45438 1.39135
H 2.58520 -0.24156 -0.47428
H 1.82460 -0.37332 1.16030
H 1.53004 -1.42157 -0.20048
H 1.13905 2.03756 -0.92098
H -0.55119 1.86746 -0.69354
H -2.42323 0.73724 0.70086
H -1.88392 -2.01453 -0.39512
*
```

Results of the natural (NBO) charge analysis, in e, for atoms 1 through 4:
1 C 0.3044
2 C -0.7121
3 C 0.4910
4 N -0.5927


- Which value of DFT total energy does entry 5 give?
  -80927.4744 eV